1.
Entry from the Open Molecules 2025 dataset: a cluster of 6 separate species, C23H60ClO5PSSi in total (ωB97M-V/def2-TZVPD).

Values from the calculation:
electronic energy	-2777.64759	Ha
Kohn-Sham gap	8.9	eV
ΔE to the lowest compared entry with this formula, charge and spin	0.0	kcal per mole
SMILES string	C[C@H](Cl)C[SiH2][PH2]=S.CCOCC.CCOCC.CCOCC.CCOCC.CCOCC
maximum force	0.4	eV Å⁻¹

Atoms and positions in Å:
C -0.40903 3.82642 1.97851
C 0.74367 3.50208 1.02914
Cl 0.89035 1.71369 0.76346
C 2.09705 4.00262 1.51601
Si 2.70965 3.39652 3.19527
P 1.83574 1.40990 3.95676
S 2.88733 -0.17695 3.53900
H -1.08394 2.98086 2.10164
H -0.03355 4.11238 2.96498
H -0.96852 4.67929 1.59881
H 0.54180 3.90782 0.03988
H 2.86557 3.75039 0.78140
H 2.04458 5.09586 1.57838
H 4.15476 3.11448 3.13713
H 2.42676 4.37268 4.27295
H 0.49054 1.40983 3.54386
H 1.60948 1.70651 5.32034
C -2.82863 -3.14868 -0.61882
C -2.83723 -3.52035 0.85210
O -1.55628 -3.86444 1.35505
C -0.53009 -2.92046 1.08778
C -0.78880 -1.52498 1.62284
H -2.38449 -3.94843 -1.21368
H -3.84534 -2.98056 -0.97770
H -2.26196 -2.23468 -0.79940
H -3.44380 -4.41227 1.01744
H -3.28447 -2.70905 1.43943
H -0.34372 -2.87088 0.00869
H 0.36395 -3.33942 1.54940
H -1.66959 -1.06462 1.17167
H 0.06759 -0.89696 1.37351
H -0.90872 -1.53557 2.70708
C 1.31626 -0.18089 -2.99464
C -0.03997 -0.86452 -3.00667
O -0.17314 -1.88459 -3.98360
C 0.76051 -2.95148 -3.89421
C 0.76752 -3.63446 -2.54018
H 1.55506 0.22143 -3.98004
H 1.29903 0.64315 -2.27861
H 2.11636 -0.85706 -2.69082
H -0.82225 -0.14699 -3.25635
H -0.26670 -1.25551 -2.00649
H 1.76932 -2.60272 -4.14338
H 0.45370 -3.64819 -4.67426
H 1.11691 -2.96029 -1.75706
H 1.44044 -4.49310 -2.54796
H -0.23288 -3.98021 -2.27731
C 4.28658 1.04544 0.02486
C 4.17427 -0.32142 -0.62515
O 4.74689 -0.40544 -1.92235
C 6.13528 -0.13274 -1.99853
C 6.99951 -1.07208 -1.17465
H 3.84738 1.81000 -0.61883
H 3.73752 1.01257 0.96721
H 5.31977 1.31840 0.24688
H 3.12338 -0.57307 -0.77606
H 4.59622 -1.08496 0.03738
H 6.34141 0.90680 -1.71722
H 6.37574 -0.23539 -3.05708
H 6.82817 -0.95474 -0.10422
H 8.05224 -0.85555 -1.36480
H 6.80686 -2.11084 -1.44564
C -7.38252 -6.21623 -0.46773
C -6.86017 -7.62070 -0.71828
O -5.73087 -7.67492 -1.57333
C -4.58308 -6.97315 -1.12423
C -4.02661 -7.47029 0.19905
H -7.60056 -5.71167 -1.40983
H -8.30341 -6.27146 0.11534
H -6.67413 -5.60896 0.09712
H -7.61702 -8.21493 -1.23064
H -6.64823 -8.11651 0.23596
H -4.78600 -5.89665 -1.06994
H -3.84835 -7.12001 -1.91617
H -4.71998 -7.31211 1.02604
H -3.10777 -6.92947 0.43422
H -3.79384 -8.53414 0.13800
C -1.65661 8.03979 -0.17401
C -1.34925 7.68496 1.26934
O -0.06308 7.11267 1.46355
C 1.03682 7.93513 1.09825
C 1.11351 9.24412 1.86269
H -1.53486 7.17073 -0.82203
H -2.68999 8.38147 -0.24958
H -1.01921 8.84276 -0.54518
H -2.04325 6.92164 1.62413
H -1.47960 8.56178 1.91207
H 1.03290 8.12628 0.01963
H 1.91680 7.32814 1.31476
H 0.28145 9.90749 1.62571
H 2.03355 9.76529 1.59363
H 1.12130 9.06439 2.93830

***

2.
Entry from the Open Molecules 2025 dataset: a cluster of 4 separate species, C35H58BBrF3N2O13 in total (ωB97M-V/def2-TZVPD).

Values from the calculation:
charge	+1
electronic energy	-5354.33348	Ha
Kohn-Sham gap	9.3	eV
ΔE to the lowest compared entry with this formula, charge and spin	0.0	kcal per mole
maximum force	1.0	eV Å⁻¹

Atoms and positions in Å:
C 7.93688 -0.93728 -0.42479
C 7.05600 -0.42141 -1.58028
C 5.61384 -0.93657 -1.53693
C 4.70149 -0.38160 -0.39994
C 5.27649 0.84523 0.32199
C 3.21743 -0.11405 -0.78809
C 2.21133 -1.26987 -0.43148
C 2.80324 -2.66013 -0.82868
C 1.91465 -3.70324 -1.50980
C 2.61353 -5.05579 -1.55072
Br 0.18811 -3.92282 -0.63751
B 1.92814 -1.23873 1.15213
C 0.51390 -0.98710 1.74480
O 3.02750 -1.37458 1.97459
N 0.99731 -0.93506 -1.26738
C 1.24654 0.37606 -2.01089
C 0.40727 0.49653 -3.28508
C -0.21070 1.87696 -3.54557
C -1.48072 2.23031 -2.75223
C -1.38630 3.51645 -1.92770
C -2.68923 3.79540 -1.15363
C -2.50769 3.95991 0.36401
C -2.64412 2.60295 1.05646
C -4.07632 2.12043 1.26524
C -4.09916 0.63840 1.62892
O -3.69478 -0.19794 0.54542
C -4.64189 -0.28675 -0.50277
C 2.77565 0.31458 -2.19464
C 3.25798 1.64816 -2.74184
C 4.73921 1.91818 -2.90367
O 5.18382 3.01572 -2.72896
O 2.93950 -0.84233 -3.10989
C 3.48457 -0.60655 -4.25693
N 3.95478 -0.39984 -5.28732
H 8.29719 -0.12066 0.19897
H 8.80882 -1.46178 -0.81064
H 7.38234 -1.62620 0.21388
H 7.47632 -0.77083 -2.52678
H 7.09380 0.66733 -1.63553
H 5.69566 -2.01927 -1.39873
H 5.17159 -0.80288 -2.51884
H 4.66524 -1.16454 0.35290
H 5.60368 1.63150 -0.35842
H 4.53750 1.27976 0.99616
H 6.13582 0.56400 0.92982
H 2.90500 0.75411 -0.19519
H 3.61398 -2.49745 -1.53728
H 3.26141 -3.12413 0.04641
H 1.72693 -3.39789 -2.54208
H 2.05111 -5.77416 -2.14504
H 3.60652 -4.93143 -1.98775
H 2.72503 -5.45285 -0.54156
H 0.56239 -0.77188 2.80980
H -0.13962 -1.84733 1.57680
H 0.01848 -0.14761 1.24432
H 3.13430 -2.25025 2.36548
H 0.12423 -0.86007 -0.73944
H 0.79695 -1.64663 -1.97148
H 1.00836 1.16943 -1.30069
H 1.05563 0.25171 -4.12641
H -0.41260 -0.22619 -3.24099
H -0.43087 1.92072 -4.61259
H 0.54168 2.65332 -3.37045
H -2.28515 2.38720 -3.47541
H -1.81686 1.40356 -2.11527
H -1.20314 4.34415 -2.61768
H -0.52311 3.48017 -1.25404
H -3.36036 2.94651 -1.31971
H -3.18519 4.67728 -1.56179
H -3.20575 4.68839 0.77573
H -1.50490 4.34158 0.55930
H -2.09421 2.57772 2.00032
H -2.16666 1.86837 0.39320
H -4.55795 2.68018 2.07140
H -4.65228 2.27311 0.34719
H -3.38163 0.46230 2.42634
H -5.08263 0.32724 1.99769
H -4.60662 -1.29846 -0.90817
H -5.65498 -0.09120 -0.14131
H -4.41720 0.42128 -1.30736
H 2.79887 1.85113 -3.71348
H 2.89001 2.41069 -2.04948
H 5.38624 1.09253 -3.21789
C -7.16749 -1.38906 5.24644
C -6.30300 -1.99015 6.33755
O -4.99454 -1.65748 5.90043
C -5.07245 -0.54461 5.12622
O -4.14534 0.11197 4.78911
O -6.35862 -0.29365 4.79803
F -6.42073 -3.33305 6.41460
H -7.30119 -2.10069 4.43096
H -8.13230 -1.03092 5.59125
H -6.46131 -1.56604 7.33004
C -1.35115 -7.40417 0.36546
C -1.17153 -8.03161 -1.00107
O -1.81372 -9.27555 -0.84904
C -2.76413 -9.15372 0.12806
O -3.62274 -9.93219 0.33995
O -2.57511 -7.98906 0.80367
F 0.13659 -8.22283 -1.31237
H -0.54121 -7.70074 1.03430
H -1.42918 -6.32188 0.33831
H -1.64226 -7.48309 -1.81928
C -2.88101 8.88737 2.50667
C -3.10672 7.58517 3.24863
O -2.48795 6.63983 2.39181
C -1.51587 7.28376 1.68242
O -0.66679 6.74283 1.05888
O -1.66088 8.61861 1.80633
F -4.41740 7.27740 3.37683
H -3.68362 9.06323 1.78959
H -2.76272 9.75119 3.15314
H -2.63722 7.53392 4.23205

***

3.
Entry from the Open Molecules 2025 dataset: the molecule C4H10N2O (ωB97M-V/def2-TZVPD).

Values from the calculation:
electronic energy	-343.16567	Ha
Kohn-Sham gap	10.1	eV
ΔE to the lowest compared entry with this formula, charge and spin	22.5	kcal per mole
SMILES string	CC[C@H](N)C(N)=O
maximum force	3.1	eV Å⁻¹

Atoms and positions in Å:
N 0.19964 -1.10518 -1.23696
C -2.19264 -0.44082 0.68993
C -0.67709 -0.31672 0.90374
C 0.09154 0.02735 -0.36065
C 1.58346 0.42319 0.01348
N 1.84681 1.78300 -0.06986
O 2.47343 -0.39471 -0.03122
H 0.88499 -0.95917 -1.96815
H 0.53593 -1.94067 -0.77733
H -2.66491 -0.58339 1.64506
H -2.63417 0.41994 0.17606
H -2.38388 -1.26898 0.01005
H -0.37022 -1.31417 1.26399
H -0.43516 0.49396 1.60267
H -0.39505 0.81969 -0.93543
H 1.31324 2.34774 -0.71192
H 2.82407 2.00892 -0.21347

***

4.
Entry from the Open Molecules 2025 dataset: a structure of composition C2H3GdLiO2 (ωB97M-V/def2-TZVPD).

Values from the calculation:
charge	+3
electronic energy	-1000.30289	Ha
Kohn-Sham gap (spin up / spin down)	8.5 / 7.6	eV
ΔE to the lowest compared entry with this formula, charge and spin	73.6	kcal per mole
2S+1	8
maximum force	4.2	eV Å⁻¹

Atoms and positions in Å:
H 3.37899 0.76484 -0.98111
O 3.16291 0.77999 -2.18901
C 1.97068 0.42857 -1.81147
C 2.11315 0.27647 -0.41977
O 1.22529 0.63519 0.51356
Gd -1.05132 1.08163 1.32111
Li 1.20261 2.47883 1.13729
H 1.08894 0.72791 -2.36456
H 2.50504 -0.69731 -0.14595

***

5.
Entry from the Open Molecules 2025 dataset: a cluster of 2 separate species, C2H2N2OS in total (ωB97M-V/def2-TZVPD).

Values from the calculation:
electronic energy	-660.33130	Ha
Kohn-Sham gap	10.4	eV
ΔE to the lowest compared entry with this formula, charge and spin	10.3	kcal per mole
SMILES string	N=C=O.N=C=S
maximum force	6.1	eV Å⁻¹

Atoms and positions in Å:
C -4.02509 0.54660 -0.01166
C 1.34747 -0.02629 0.16803
N -4.12481 1.77765 -0.02471
N 0.23426 -0.46208 0.34756
O 2.30956 0.32060 -0.34289
S -3.73348 -0.96215 -0.17516
H -0.25931 -0.95280 1.03096
H -4.67841 2.51795 0.21964

***

6.
Entry from the Open Molecules 2025 dataset: a structure of composition C2H5N5O (ωB97M-V/def2-TZVPD).

Values from the calculation:
electronic energy	-428.02098	Ha
Kohn-Sham gap	8.9	eV
ΔE to the lowest compared entry with this formula, charge and spin	126.8	kcal per mole
maximum force	5.7	eV Å⁻¹

Atoms and positions in Å:
C 0.02464 0.49623 -0.01117
C 1.19475 -1.66544 0.88679
H -1.92187 2.59989 -1.90706
H 0.42029 2.38494 -0.43793
H 1.59549 -2.69060 1.15948
H -0.75206 -1.53704 1.38715
H -0.76688 -1.12978 -1.42524
N -0.25581 1.68353 -0.80182
N 1.00096 0.61428 0.83127
N 1.75143 -0.49666 1.04722
N -0.21367 -1.62973 0.54114
N -0.48367 -0.67014 -0.39692
O -1.59359 2.04051 -0.87291

***

7.
Entry from the Open Molecules 2025 dataset: a cluster of 14 separate species, C5H36NO14S in total (ωB97M-V/def2-TZVPD).

Values from the calculation:
charge	-1
electronic energy	-1718.36452	Ha
Kohn-Sham gap	4.7	eV
ΔE to the lowest compared entry with this formula, charge and spin	103.8	kcal per mole
maximum force	0.9	eV Å⁻¹

Atoms and positions in Å:
C -2.48768 -1.39729 2.16726
N -2.25922 -0.38039 1.15354
C -3.29636 0.63399 1.10618
C -0.94831 0.19705 1.17349
O -0.47116 0.59223 2.24007
C -0.22121 0.32886 -0.13471
C -0.66199 -0.48552 -1.33910
S 0.14601 -2.07037 -1.21509
H -1.57007 -1.94651 2.36556
H -3.21670 -2.11356 1.76520
H -2.89304 -0.99456 3.10832
H -4.23055 0.19813 0.73798
H -3.00604 1.42458 0.40586
H -3.49174 1.07453 2.09664
H 0.83059 0.09344 0.07265
H -0.22802 1.41254 -0.34634
H -1.73374 -0.69260 -1.31197
H -0.07251 -2.54839 0.05206
O 0.96702 0.64919 -3.71622
H 0.52209 0.10991 -3.01631
H 0.47247 0.45962 -4.51748
O 0.84565 2.95785 1.17550
H 0.40914 2.41284 1.84877
H 1.74172 2.60628 1.14138
O 1.44405 0.36268 -6.68513
H 1.70550 0.11866 -7.57816
H 1.89862 1.18696 -6.49392
O -1.89613 -4.72442 -0.74687
H -2.70053 -4.25292 -0.51557
H -1.28655 -3.99831 -0.98872
O 0.15606 -3.01704 3.65337
H -0.24569 -3.30240 4.47770
H 1.04562 -3.37630 3.72395
O 2.28747 -0.96740 2.34751
H 1.85975 -1.82449 2.28401
H 1.55351 -0.34784 2.22610
O 2.89516 0.36607 -0.95540
H 3.68826 -0.17954 -0.94777
H 2.64850 0.43296 -1.88642
O 1.13589 5.18347 3.42353
H 0.79802 4.68563 2.66250
H 1.38974 4.49640 4.04417
O -6.66079 -0.18666 1.37243
H -6.90037 -0.42889 2.27091
H -7.41257 0.30822 1.03608
O 1.48366 -4.85334 5.62652
H 1.08128 -5.13589 6.45202
H 2.38699 -5.17913 5.66796
O 0.86983 0.49361 -9.77357
H -0.04837 0.41737 -10.04502
H 1.18464 1.30937 -10.17130
O 5.44836 -0.93277 -1.90538
H 5.67513 -1.26047 -2.77942
H 5.83856 -0.05461 -1.85966
O 1.57870 7.44755 1.54108
H 1.33467 6.85354 2.26386
H 0.76629 7.90276 1.30894

***

8.
Entry from the Open Molecules 2025 dataset: a structure of composition C14H26AsN3O6Y (ωB97M-V/def2-TZVPD).

Values from the calculation:
charge	+1
electronic energy	-3438.87040	Ha
Kohn-Sham gap	9.2	eV
maximum force	1.6	eV Å⁻¹

Atoms and positions in Å:
Y -0.06378 0.24782 0.12450
O 0.24091 1.69688 -2.33570
C -0.69747 2.72629 -2.66148
C -0.69038 3.88724 -1.67635
N -0.88284 3.63232 -0.25669
C -2.17180 3.10586 0.19291
C -2.11507 1.58988 0.26065
O -1.85293 1.01507 1.35790
O -1.98265 0.91859 -0.80815
C 0.24373 3.74672 0.67157
C 0.90038 2.40193 0.95462
O 1.47461 1.78432 -0.03008
O 0.63940 1.76438 1.99104
H 1.10156 2.10059 -2.20634
H -1.66888 2.24545 -2.69948
H -0.47972 3.12954 -3.65393
H -1.47077 4.57794 -2.02352
H 0.25129 4.43433 -1.76951
H -2.94188 3.40753 -0.51839
H -2.41459 3.50525 1.17762
H -0.10079 4.17136 1.61409
H 0.98105 4.41743 0.23147
C 2.28669 -2.73655 -4.23283
C 1.27674 -2.49666 -3.15804
C 0.24067 -3.27064 -2.67489
C -0.38365 -2.49283 -1.69337
N 0.22557 -1.31650 -1.57042
N 1.23268 -1.34487 -2.47195
C -1.59057 -2.82490 -0.87697
H 2.51457 -3.79861 -4.30059
H 3.21765 -2.20367 -4.03700
H 1.90846 -2.40936 -5.20192
H -0.02565 -4.26396 -2.99750
H 1.81628 -0.53831 -2.59723
H -1.66800 -3.90116 -0.73099
H -2.50210 -2.48280 -1.36702
H -1.55854 -2.37079 0.11451
C -1.18242 -0.94404 3.65953
As 0.52623 -1.47138 3.05621
C 1.84106 -0.51775 4.00213
C 0.73112 -3.29777 3.42872
O 0.71833 -1.27605 1.36584
H -1.30088 -1.40137 4.64192
H -1.94764 -1.30936 2.97942
H -1.24101 0.13992 3.71293
H 1.70026 -0.71697 5.06417
H 1.73410 0.54192 3.78740
H 2.81890 -0.87151 3.68398
H 0.68957 -3.46180 4.50403
H 1.69129 -3.62183 3.03480
H -0.06912 -3.84711 2.93837

***

9.
Entry from the Open Molecules 2025 dataset: the molecule C19H30N4O4S (ωB97M-V/def2-TZVPD).

Values from the calculation:
electronic energy	-1660.20082	Ha
Kohn-Sham gap	8.6	eV
ΔE to the lowest compared entry with this formula, charge and spin	19.6	kcal per mole
SMILES string	Cc1cc(C(=O)N2CCCN(CCNC(=O)[C@@H]3CCS(=O)(=O)C3)CC2)[nH]c1C
maximum force	0.1	eV Å⁻¹

Atoms and positions in Å:
C -4.01499 3.45812 -1.83554
C -3.54661 3.41756 -0.41348
C -2.29588 2.93171 0.03770
C -2.26163 3.04808 1.41704
C -1.37319 2.73132 2.55929
O -1.84035 2.84133 3.69193
N -0.08211 2.34222 2.36275
C 0.71418 1.94644 3.51412
C 0.97654 0.44659 3.55153
C 1.73814 -0.07894 2.32796
N 0.96893 -0.33056 1.11380
C 0.11904 -1.51096 1.19171
C -0.12059 -2.09971 -0.19208
N 1.14826 -2.37046 -0.84116
C 1.52408 -3.61733 -1.21896
O 0.76709 -4.56936 -1.21003
C 2.99118 -3.73926 -1.66428
C 3.38811 -2.66930 -2.70568
C 2.82309 -3.15969 -4.03154
S 3.34738 -4.86855 -4.06518
O 2.40602 -5.69382 -4.76854
O 4.74088 -4.88416 -4.43879
C 3.24985 -5.11616 -2.28472
C 0.28629 0.79118 0.45855
C 0.53523 2.16559 1.06368
N -3.46456 3.58649 1.78743
C -4.25010 3.81715 0.70609
C -5.61791 4.39450 0.83762
H -4.68095 4.30249 -2.01641
H -3.17022 3.55953 -2.51720
H -4.55461 2.55013 -2.11381
H -1.53652 2.52915 -0.60984
H 1.66828 2.48320 3.46729
H 0.18594 2.26905 4.40607
H 1.56863 0.23059 4.44549
H 0.02992 -0.08940 3.66304
H 2.56270 0.60195 2.09702
H 2.20822 -1.02987 2.58566
H 0.62523 -2.25789 1.80691
H -0.85487 -1.29736 1.65877
H -0.67311 -3.03474 -0.12883
H -0.70740 -1.40723 -0.80111
H 1.85507 -1.66802 -0.68073
H 3.59734 -3.61673 -0.76326
H 3.01490 -1.67855 -2.45469
H 4.47518 -2.61082 -2.77374
H 1.73263 -3.14178 -4.05104
H 3.22991 -2.66908 -4.91266
H 4.20700 -5.53868 -1.98892
H 2.43414 -5.80381 -2.07484
H 0.56743 0.82997 -0.60201
H -0.79749 0.62358 0.48486
H 0.17050 2.93117 0.38248
H 1.60510 2.35086 1.17759
H -3.68406 3.73374 2.76026
H -6.02815 4.61908 -0.14486
H -6.30086 3.69965 1.33080
H -5.60622 5.31976 1.41647